1.
121
Properties=species:S:1:pos:R:3 method="wB97M-V/def2-TZVPD" lumo_energy_ev=0.7 smiles="CCOP(=O)(OCC)OCC.CCOP(=O)(OCC)OCC.COCCOCCOC.COCCOCCOC.COCCOCCOC" fmax_ha_per_bohr=0.0453 molar_mass_g_mol=766.8 e_tot_ha=-3148.03412
P 17.97 4.56 3.80
P 15.80 -1.99 10.92
O 19.26 4.05 3.04
O 15.84 -1.08 9.64
O 18.32 4.22 5.31
O 12.58 -4.26 8.24
O 18.11 6.14 3.86
O 16.91 -1.35 11.88
O 18.18 -3.47 6.17
O 16.98 -2.33 17.09
O 15.50 -2.89 5.55
O 14.51 -2.23 11.57
O 16.66 4.10 3.34
O 11.27 -0.94 8.13
O 12.83 -7.44 8.13
O 14.96 -3.85 15.39
O 17.26 -6.65 15.39
O 16.08 0.30 5.18
O 16.54 -3.26 10.32
C 18.31 6.79 2.59
C 19.24 3.64 1.67
C 14.81 -3.33 16.67
C 15.08 0.12 9.61
C 16.52 -4.48 11.08
C 18.07 8.25 2.78
C 16.35 -5.78 16.05
C 17.11 -3.49 7.12
C 13.64 -6.39 8.59
C 17.79 2.66 7.07
C 16.72 -1.44 13.31
C 15.59 -2.07 16.98
C 12.09 -3.08 8.82
C 13.33 -8.02 6.94
C 18.85 2.17 1.59
C 15.01 1.20 5.09
C 18.07 -1.73 13.94
C 10.76 -0.17 7.07
C 14.95 -1.86 4.78
C 12.80 -5.29 9.18
C 18.48 -4.73 5.62
C 17.77 -1.33 17.68
C 16.17 -4.59 15.13
C 15.95 -0.81 4.31
C 17.68 -7.70 16.22
C 16.06 -2.45 6.77
C 16.87 -5.67 10.22
C 15.89 1.33 10.04
C 11.86 -2.10 7.68
C 18.23 2.82 5.63
H 14.35 -8.39 7.04
H 11.83 -5.70 9.52
H 17.68 6.38 1.80
H 17.05 8.47 3.10
H 12.84 -1.90 7.21
H 16.27 -5.83 9.34
H 16.07 -4.91 14.10
H 18.39 -5.56 6.32
H 15.35 2.28 10.03
H 15.92 -2.14 13.57
H 17.51 -1.17 18.73
H 18.53 -8.21 15.78
H 11.32 -2.68 6.92
H 18.09 8.83 1.85
H 18.76 -1.78 17.60
H 17.83 -4.97 4.77
H 16.82 -5.45 16.98
H 12.77 -2.69 9.59
H 15.45 -1.29 16.22
H 13.12 -7.41 6.06
H 15.04 -4.03 17.49
H 14.51 -2.30 3.87
H 19.11 2.22 5.38
H 16.57 -4.43 7.10
H 16.69 1.50 9.32
H 15.32 -2.49 7.58
H 16.17 1.28 11.09
H 11.49 0.08 6.28
H 18.00 -7.28 17.19
H 19.50 -4.67 5.25
H 16.91 -1.34 4.38
H 17.12 -4.45 11.99
H 17.92 -5.59 9.91
H 16.95 -3.83 15.20
H 15.37 -6.25 16.17
H 10.33 0.74 7.47
H 9.99 -0.75 6.54
H 17.40 2.37 5.08
H 16.57 -1.49 6.77
H 15.22 -1.75 17.96
H 13.22 -4.84 10.09
H 17.58 -3.22 8.06
H 19.35 6.59 2.30
H 14.29 -6.71 9.43
H 17.08 3.41 7.42
H 20.26 3.72 1.31
H 19.58 1.57 2.13
H 18.79 8.67 3.48
H 18.60 2.92 7.77
H 17.89 2.03 2.10
H 14.04 0.77 4.83
H 18.53 4.21 1.06
H 14.03 -1.45 5.22
H 15.49 -4.59 11.44
H 11.09 -3.24 9.27
H 18.81 -1.07 13.49
H 14.42 -6.00 7.92
H 15.81 -0.55 3.26
H 16.88 -8.42 16.45
H 13.75 -3.07 16.79
H 14.75 0.25 8.58
H 14.96 1.86 5.96
H 16.87 -6.53 10.89
H 14.14 0.09 10.17
H 16.35 -0.47 13.67
H 12.72 -8.92 6.76
H 18.34 -2.73 13.60
H 18.02 -1.62 15.02
H 18.80 1.81 0.57
H 15.14 1.89 4.23
H 17.47 1.66 7.36
H 17.87 -0.37 17.15

2.
19
Properties=species:S:1:pos:R:3 method="wB97M-V/def2-TZVPD" lumo_energy_ev="-3.2 / -3.2" smiles="C=NCC[NH2+]/C=N/N" total_charge=+1 fmax_ha_per_bohr=0.0727 molar_mass_g_mol=115.2 e_tot_ha=-377.64990
N -2.79 0.25 0.35
N 0.51 -1.04 -0.44
N 0.47 1.54 -0.42
N -1.59 0.72 0.37
C 1.35 0.92 0.60
C -0.76 0.65 -0.61
C 0.08 -2.19 -0.04
C 1.74 -0.52 0.15
H 0.09 2.48 -0.33
H 0.54 -2.89 0.63
H 2.61 -0.60 -0.66
H 0.93 1.49 -1.26
H 2.05 -1.14 0.94
H -3.32 0.40 1.22
H -3.38 0.03 -0.49
H -1.07 0.63 -1.67
H 0.80 0.68 1.56
H -0.54 -2.80 -0.64
H 2.27 1.39 0.75

3.
9
Properties=species:S:1:pos:R:3 method="wB97M-V/def2-TZVPD" lumo_energy_ev=3.9 total_charge=-1 fmax_ha_per_bohr=0.0130 molar_mass_g_mol=77.1 e_tot_ha=-548.83332
S 0.33 2.90 0.36
N -1.26 -0.89 -0.59
N 0.82 -0.17 0.16
C -0.04 -1.10 -0.27
H 1.76 -0.46 0.36
H -0.91 2.70 0.84
H 0.43 -2.09 -0.35
H -1.72 -1.76 -0.81
H 0.59 0.87 0.29

4.
26
Properties=species:S:1:pos:R:3 method="wB97M-V/def2-TZVPD" lumo_energy_ev="-2.1 / -2.1" fmax_ha_per_bohr=0.0099 molar_mass_g_mol=424.4 e_tot_ha=-2665.99552
Mo 0.00 0.32 0.22
S -2.40 2.91 -0.97
S -0.85 -1.61 -0.58
S -0.37 1.99 -1.26
S 2.02 -0.32 -0.49
S 0.61 0.61 2.54
O -2.66 3.32 -2.31
O -3.23 1.84 -0.43
O -2.12 3.95 0.00
N -1.82 0.80 1.60
N -0.85 2.85 2.22
C -0.79 1.53 2.16
C 0.23 -3.45 -2.30
C 2.53 -3.44 -3.01
C 1.26 -4.00 -3.05
C 2.77 -2.32 -2.23
C 0.48 -2.33 -1.51
C 1.74 -1.77 -1.48
H -2.57 1.28 1.06
H -0.76 -3.88 -2.32
H 0.02 3.32 2.40
H 3.33 -3.87 -3.60
H 3.76 -1.88 -2.20
H 1.06 -4.87 -3.66
H -1.54 3.36 1.65
H -2.08 -0.05 2.08